Entry 1:
Here is a molecular structure, C27H16F5N5Pd in a non-equilibrium geometry from the OMol25 dataset. Energies are from ωB97M-V with the def2-TZVPD basis set.

The geometry in XYZ format:
```
54
Properties=species:S:1:pos:R:3:forces:R:3:nbo_charge:R:1
Pd 0.2409 2.5175 0.7584 -0.2781 -0.1532 -0.6303 0.57
C 3.5249 0.4154 0.2731 1.4389 -0.2337 -1.0301 -0.40
N 2.1139 0.3025 -0.0162 0.9390 -0.2551 0.4700 -0.44
C 1.6405 -1.0303 0.3655 0.1846 -0.5064 -0.7630 -0.42
C 1.9126 0.6150 -1.4062 -1.0735 0.7280 -0.7324 -0.23
C 0.4264 0.7870 -1.6961 -0.1807 0.0340 0.4721 -0.12
C -0.1772 0.0698 -2.7189 -0.1763 -0.3535 -0.0881 -0.20
C -1.5436 0.1382 -2.9458 0.7767 -0.7863 -1.6433 -0.23
C -2.2927 1.0022 -2.2175 -0.3975 0.2461 -0.3424 -0.21
C -1.7404 1.7817 -1.2546 1.3608 -0.2024 0.4414 -0.28
C -0.3947 1.6176 -0.9173 0.2953 1.0186 0.4172 0.00
H 4.1884 -0.3440 -0.2989 -0.9189 0.7612 0.5036 0.14
H 3.8034 0.3017 1.3063 -0.4115 -0.2831 0.6595 0.19
H 3.9118 1.4107 0.0037 -0.3355 -0.2022 -0.1389 0.20
H 2.0974 -1.8090 -0.2903 -0.1729 0.2544 -0.0241 0.16
H 0.5414 -1.1719 0.2931 0.7440 0.4451 0.2567 0.23
H 2.0504 -1.2625 1.3472 -0.5261 0.1376 0.2565 0.20
H 2.2882 -0.1677 -2.0863 0.1867 -0.1131 0.1060 0.16
H 2.4306 1.5653 -1.6926 -0.2575 -0.6219 0.5462 0.21
H 0.3904 -0.6072 -3.3478 0.2540 0.0436 0.1050 0.20
H -1.9258 -0.4009 -3.8224 -0.1419 0.0700 0.6093 0.20
H -3.3075 1.2143 -2.3902 -1.3209 -0.2777 -0.5851 0.20
H -2.4144 2.5004 -0.8656 -0.0528 0.6655 1.0488 0.21
F -2.0072 -2.8490 4.2100 0.5099 -0.5311 -0.0762 -0.32
C -1.7024 -3.2103 2.9386 -0.2518 -0.5071 0.8235 0.39
C -1.3508 -4.5191 2.6442 -0.5645 0.1209 1.4056 0.28
F -1.1558 -5.3855 3.6574 -0.0791 0.1860 0.2944 -0.31
C -1.2738 -4.9966 1.3593 0.7270 -1.2987 -1.2714 -0.10
C -1.3690 -4.0138 0.4138 -0.0862 2.5216 -1.9828 0.35
C -1.6921 -2.6743 0.6758 0.4673 -1.2809 0.3179 0.34
F -1.8158 -1.8420 -0.3614 0.0192 0.1762 0.0151 -0.31
C -1.8626 -2.2466 1.9825 -0.6168 1.1741 -0.5107 -0.17
C -2.2632 -0.8476 2.3448 0.3604 -0.3225 -0.3554 -0.53
C -1.3329 0.1465 2.0834 -2.9832 -2.2686 0.6864 0.45
N -0.6310 1.0130 1.8537 2.3108 2.2001 -0.3339 -0.58
C -3.6108 -0.5299 2.6417 0.1803 0.2669 -0.2029 0.33
N -4.7210 -0.2495 2.8427 0.3447 -0.1650 0.0870 -0.47
F -1.1001 -4.2473 -0.9118 -0.3779 -0.4084 0.7094 -0.33
C -1.0465 -6.3834 0.9549 0.4757 0.1776 -0.1185 -0.53
C -0.4346 -6.7665 -0.2780 -0.4113 -0.1583 0.5196 0.33
N 0.0404 -7.2121 -1.2387 0.0011 0.2059 0.1270 -0.48
C -1.3037 -7.4107 1.8752 0.0254 -0.0014 0.2466 0.32
N -1.5406 -8.1962 2.6937 -0.0556 -0.3085 -0.1193 -0.48
F 1.7905 8.0284 -1.7121 0.1451 -0.3785 0.4640 -0.36
C 1.5603 6.7741 -1.1959 -0.1403 -0.5497 0.8830 0.35
C 1.6410 6.5152 0.1826 0.5129 0.1521 -0.4901 -0.30
C 1.3352 5.1910 0.6673 0.3497 2.1907 -0.5862 -0.27
C 0.8645 4.1909 -0.1505 0.1094 -0.3440 -2.1711 -0.24
C 0.8695 4.5038 -1.5582 -0.4723 0.3532 1.0054 -0.22
C 1.2133 5.7629 -2.0723 -0.2003 -0.9676 -0.9560 -0.31
H 2.0506 7.3582 0.7933 -0.6111 -0.9977 -0.2075 0.21
H 1.4255 4.9920 1.7158 0.1166 0.1672 0.6373 0.19
H 0.4490 3.7748 -2.2442 0.3281 -0.0579 -0.0297 0.21
H 1.2095 5.8841 -3.1885 -0.0692 0.2379 1.2748 0.21
```
Forces are in eV/Å.

Properties
frontier orbital gap	6.11	eV
M	611.9	g/mol
ΔE to the lowest compared entry with this formula, charge and spin	0.0	kcal per mole
total charge	-2
multiplicity	1



Entry 2:
Here is a molecular structure, C27H16F5NO6PPdS in a non-equilibrium geometry from the OMol25 dataset. Energies are from ωB97M-V with the def2-TZVPD basis set.

The geometry in XYZ format:
```
58
Properties=species:S:1:pos:R:3:forces:R:3:nbo_charge:R:1
Pd 0.0670 -0.0699 0.0037 0.7520 1.1416 -0.1916 0.83
F 6.4079 1.0723 1.9513 -0.2936 0.0317 -0.1852 -0.30
C 5.2530 1.2191 1.2744 -0.2432 0.0560 -0.1741 0.23
C 4.0517 0.7625 1.8076 0.1547 0.0133 -0.0127 0.28
F 4.0324 0.1695 3.0115 0.0800 0.0749 -0.1610 -0.30
C 2.8752 0.9380 1.1050 -0.6813 -0.0364 -0.1771 0.30
F 1.7120 0.4823 1.6732 1.8165 0.5923 0.4886 -0.32
C 2.8090 1.5605 -0.1555 1.1076 -0.1200 0.8641 -0.28
S 1.3356 1.8191 -0.9870 -1.5014 -0.8957 0.1398 -0.10
C 4.0477 2.0091 -0.6630 -0.5536 -0.2915 0.2625 0.29
F 4.0871 2.6186 -1.8562 0.0389 -0.0182 0.0977 -0.30
C 5.2341 1.8433 0.0271 0.1369 -0.1127 0.3252 0.30
F 6.3859 2.2925 -0.4981 -0.1204 -0.0541 0.0565 -0.31
O -3.5012 -0.9441 -1.9488 -1.1427 -0.3368 -0.1518 -0.71
C -2.5519 -0.3341 -1.4896 0.4081 0.3879 -0.1988 0.78
O -1.3366 -0.6347 -1.5998 -0.5197 -0.0720 -0.6505 -0.81
C -2.8761 1.0128 -0.7301 0.1668 -0.3084 0.0201 -0.86
P -1.8632 1.1243 0.7842 -0.2509 -1.0010 -0.5910 1.01
C -2.3472 -0.2882 1.8318 0.1702 0.1758 0.1759 -0.37
C -3.2604 -1.2777 1.4930 0.0441 0.2581 -0.0803 -0.13
C -3.4143 -2.3748 2.3244 -0.1278 -0.1082 0.0900 -0.22
C -2.6891 -2.4820 3.4964 0.0154 -0.1092 0.0336 -0.22
C -1.7665 -1.5034 3.8331 0.0300 0.0358 0.1339 -0.21
C -1.5851 -0.4228 2.9958 -0.1241 0.1182 -0.1246 -0.20
C -2.6308 2.5445 1.6542 0.5234 0.1630 0.1044 -0.34
C -3.2565 2.4123 2.8896 0.0115 -0.1943 -0.0720 -0.21
C -3.8023 3.5132 3.5260 -0.0695 0.1022 0.0619 -0.20
C -3.7296 4.7662 2.9397 0.0217 -0.0300 0.0639 -0.21
C -3.1035 4.9097 1.7106 -0.0392 0.1333 -0.0100 -0.23
C -2.5531 3.8106 1.0775 0.0468 -0.1180 -0.0543 -0.13
H -3.9456 1.1004 -0.5200 0.1321 -0.0356 -0.0126 0.24
H -2.5715 1.8300 -1.3933 -0.0281 -0.0235 0.1043 0.25
H -3.8231 -1.2222 0.5733 -0.0421 0.0265 -0.1391 0.24
H -4.1057 -3.1581 2.0510 -0.0859 -0.0528 -0.0548 0.21
H -2.8248 -3.3401 4.1412 -0.0121 -0.0516 0.0276 0.20
H -1.1839 -1.5924 4.7389 0.0689 -0.0118 0.0537 0.21
H -0.8359 0.3318 3.2145 0.0300 -0.0718 0.0988 0.22
H -3.3249 1.4377 3.3482 -0.0193 -0.0260 0.0789 0.23
H -4.2805 3.3869 4.4886 -0.0323 0.0111 0.0125 0.21
H -4.1467 5.6262 3.4451 -0.0310 0.0503 -0.0058 0.21
H -3.0367 5.8864 1.2510 0.0120 0.0277 -0.0445 0.21
H -2.0560 3.9270 0.1261 0.0891 0.0751 -0.1286 0.21
O 1.4391 -1.8052 -0.3961 0.0259 0.3866 -0.1764 -0.68
C 0.6062 -2.5366 0.1867 0.3376 -0.6355 0.1057 0.76
O -0.3773 -2.0891 0.8214 -0.2169 0.7270 0.0336 -0.69
C 0.7690 -4.0350 0.1880 -0.1438 -0.1119 0.0940 -0.14
C 0.1603 -4.7546 1.2145 0.0664 0.0791 -0.1490 -0.13
C 0.2266 -6.1379 1.2433 0.0209 0.0445 0.0038 -0.23
C 0.8805 -6.8241 0.2381 0.1783 -0.0889 -0.3170 -0.20
C 1.4837 -6.1017 -0.7893 -0.7185 0.8076 1.1504 0.06
C 1.4478 -4.7099 -0.8132 0.0847 -0.1604 -0.1025 -0.16
N 2.1360 -6.8066 -1.8499 0.6234 -0.6341 -0.9460 0.51
O 2.6168 -6.1596 -2.7654 -0.1022 -0.1812 0.2299 -0.37
O 2.1772 -8.0285 -1.7845 0.0113 0.2482 -0.0472 -0.40
H -0.3700 -4.2048 1.9778 -0.0761 0.0451 0.0411 0.24
H -0.2470 -6.6835 2.0452 -0.0290 -0.0652 0.0612 0.21
H 0.9267 -7.9040 0.2242 0.0069 0.0550 -0.0005 0.24
H 1.9309 -4.1702 -1.6118 -0.0074 0.0886 -0.0543 0.27
```
Forces are in eV/Å.

Properties
frontier orbital gap (spin up / spin down)	6.10 / 6.10	eV
M	714.9	g/mol
total charge	-1
multiplicity	1



Entry 3:
Here is a molecular structure, C27H17BrF2N4O2Se2W in a non-equilibrium geometry from the OMol25 dataset. Energies are from ωB97M-V with the def2-TZVPD basis set.

The geometry in XYZ format:
```
56
Properties=species:S:1:pos:R:3:forces:R:3:nbo_charge:R:1
W 0.2490 -0.0215 0.2171 -0.1154 0.5894 1.7092 1.67
F 5.4737 1.1338 -1.2408 0.0628 0.0435 0.0086 -0.28
C 4.5755 0.1993 -0.9612 -0.0092 -0.1643 0.0167 0.46
C 3.2669 0.5863 -0.7434 -0.1354 0.3831 -0.0852 -0.30
C 2.2797 -0.3492 -0.4778 0.0389 -0.0584 0.1622 -0.33
C 2.6492 -1.7107 -0.4958 -0.2255 -0.1160 0.0082 -0.16
C 3.9939 -2.0492 -0.6402 0.0097 0.0112 -0.0085 0.45
F 4.3678 -3.3290 -0.5554 0.0181 -0.0322 -0.0519 -0.30
C 4.9774 -1.1170 -0.8741 0.1871 0.0044 -0.0514 -0.32
C 1.5496 -2.6760 -0.4889 0.2402 0.0303 -0.0655 0.22
C 1.6524 -4.0400 -0.7260 0.0773 -0.1628 0.0357 -0.23
C 0.5097 -4.8149 -0.8108 -0.0434 0.0385 0.0064 -0.08
C -0.7297 -4.2146 -0.6422 0.0005 -0.2241 0.0037 -0.23
C -0.7776 -2.8676 -0.3951 -0.0848 0.1426 0.0670 0.06
N 0.3328 -2.1043 -0.3239 -0.2060 -0.0398 -0.4124 -0.55
H 3.0652 1.6463 -0.8124 0.0486 -0.0197 0.0394 0.23
H 6.0105 -1.4107 -1.0103 -0.0589 0.0060 0.0179 0.28
H 2.6219 -4.4885 -0.8620 -0.0161 0.0160 -0.0192 0.27
H 0.5815 -5.8750 -1.0192 0.0399 0.0375 0.0118 0.25
H -1.6493 -4.7774 -0.7174 0.0070 0.0310 0.0337 0.26
H -1.7233 -2.3690 -0.2666 -0.0848 0.0454 -0.0183 0.25
Br -2.4296 5.0837 -0.4341 0.0853 0.0078 -0.0138 0.09
C -3.4039 3.5013 -0.7790 0.1195 0.0051 0.0366 0.15
C -4.7609 3.6115 -1.0686 -0.0850 0.0568 0.0032 -0.23
C -5.4796 2.4463 -1.2398 -0.0215 0.1233 -0.0195 -0.14
C -4.8183 1.2312 -1.1355 -0.1307 -0.2626 -0.0344 -0.17
C -3.4627 1.2473 -0.8768 0.3333 0.0747 0.1239 0.04
N -2.7496 2.3643 -0.6937 0.0794 -0.0707 0.0336 -0.46
C -2.7710 -0.0685 -0.7172 -0.1044 0.2081 -0.2383 0.79
O -3.3593 -1.0985 -0.6479 -0.0913 -0.3430 0.1627 -0.51
O -1.3895 -0.0855 -0.6811 -0.2808 -0.3757 -0.5255 -0.74
H -5.2272 4.5845 -1.1397 0.0171 -0.0398 0.0271 0.26
H -6.5422 2.4865 -1.4389 0.0237 -0.0289 -0.0305 0.25
H -5.3362 0.2876 -1.2431 0.0272 0.0527 -0.0108 0.26
Se 1.4848 1.9913 1.6333 -0.3578 -0.6168 -0.3184 0.36
Se -1.2873 1.0823 2.1572 0.4927 0.2027 -0.3738 0.30
C -0.5222 -0.4192 3.0388 -0.1830 0.1381 0.0249 0.04
C -0.8325 -0.8346 4.3192 0.0033 0.0335 0.0190 -0.24
C -0.2397 -1.9967 4.7896 -0.0592 0.0827 0.0251 -0.08
C 0.6630 -2.6752 3.9786 0.0408 -0.0779 0.0413 -0.23
C 0.9265 -2.1928 2.7171 0.2122 -0.1526 -0.1767 0.09
N 0.3272 -1.0914 2.2436 0.1427 0.6392 -0.7416 -0.54
C 1.0944 2.7476 -0.0702 -0.0426 0.1324 0.2911 0.04
C 1.3771 4.0334 -0.4743 -0.0343 0.1265 0.0935 -0.24
C 1.0013 4.4040 -1.7576 -0.0136 0.0205 -0.0265 -0.09
C 0.3495 3.4861 -2.5706 0.0742 0.0924 -0.0352 -0.22
C 0.1127 2.2143 -2.0953 -0.0151 -0.2200 -0.1392 0.10
N 0.4993 1.8524 -0.8685 0.0445 -0.2570 0.4442 -0.53
H -1.5221 -0.2504 4.9130 0.0010 -0.0830 0.0453 0.26
H -0.4783 -2.3681 5.7787 0.0439 0.0304 -0.0271 0.26
H 1.1599 -3.5734 4.3180 -0.0209 0.0258 -0.0014 0.26
H 1.6250 -2.6887 2.0567 -0.0065 -0.0042 0.0063 0.23
H 1.8574 4.7204 0.2098 0.0059 0.0073 -0.0604 0.26
H 1.2019 5.4062 -2.1154 -0.0031 -0.0381 0.0148 0.26
H 0.0296 3.7517 -3.5682 0.0051 -0.0209 0.0111 0.26
H -0.3743 1.4579 -2.6915 -0.0528 -0.0304 -0.0388 0.23
```
Forces are in eV/Å.

Properties
frontier orbital gap (spin up / spin down)	6.11 / 5.97	eV
M	889.1	g/mol
ΔE to the lowest compared entry with this formula, charge and spin	20.2	kcal per mole
expectation value of S²	2.0148
total charge	+2
multiplicity	3



Number 1: electronic energy -1939.426189 Ha. Number 2: electronic energy -2911.438451 Ha. Number 3: electronic energy -9051.817318 Ha.